[1]
{"formula": "C4H4N2O", "method": "wB97M-V/def2-TZVPD", "spin_multiplicity": 1, "smiles": "N=C=C/C=C\\N=O", "total_energy_ev": -9236.0373, "de_lowest_kcal_mol": 102.63, "gap_ev": [8.0, 8.0], "species": ["N", "C", "C", "C", "C", "N", "O", "H", "H", "H", "H"], "positions_angstrom": [[-2.33377, -0.94456, -1.37452], [-1.43601, -0.21704, -0.97112], [-0.33432, 0.39418, -0.57776], [0.09345, 0.38838, 0.82112], [1.33665, 0.11443, 1.26421], [2.40969, -0.41145, 0.48869], [2.29945, -0.28041, -0.71732], [-3.25864, -0.54431, -1.50132], [0.31711, 0.80135, -1.34433], [-0.65780, 0.59274, 1.58670], [1.56419, 0.10668, 2.32565]], "forces_ev_per_a": [[0.703, 0.617, 0.343], [-0.609, -0.500, -0.299], [0.070, -0.038, 0.032], [0.102, -0.058, 0.011], [-0.150, 0.007, 0.115], [-0.126, 0.162, -0.512], [0.129, -0.015, 0.537], [-0.013, 0.078, 0.035], [-0.154, -0.183, 0.105], [0.123, -0.114, -0.205], [-0.075, 0.043, -0.163]], "nbo_charge": [-0.61, 0.48, -0.48, -0.10, -0.16, 0.10, -0.32, 0.39, 0.29, 0.22, 0.21]}

[2]
{"formula": "C4H4N2O2", "method": "wB97M-V/def2-TZVPD", "spin_multiplicity": 1, "smiles": "N#C/C(=C\\N)C(=O)O", "total_energy_ev": -11287.1257, "de_lowest_kcal_mol": 32.61, "gap_ev": 9.7, "species": ["N", "C", "C", "C", "N", "C", "O", "O", "H", "H", "H", "H"], "positions_angstrom": [[-1.30922, -1.80383, -1.39078], [-0.68028, -0.98948, -0.85233], [0.12751, 0.00075, -0.19958], [0.15422, 0.22643, 1.13952], [-0.50473, -0.48026, 2.04779], [0.78180, 0.99976, -1.12449], [1.10441, 2.15867, -0.74758], [0.80117, 0.53094, -2.43041], [0.71036, 1.12569, 1.32869], [-1.32443, -1.09168, 1.83432], [-0.59501, -0.17000, 3.01865], [0.73420, -0.50698, -2.62381]], "forces_ev_per_a": [[0.553, 0.775, 0.516], [-0.259, -0.869, 0.172], [0.097, 0.443, -0.970], [-0.549, 0.025, -1.707], [-1.763, -0.770, 1.894], [-0.388, 1.343, 0.830], [-0.688, -4.228, -2.043], [0.703, -0.998, 0.067], [0.306, 0.123, 1.015], [1.429, 0.693, -0.441], [0.552, 0.113, -0.754], [0.009, 3.349, 1.422]], "nbo_charge": [-0.33, 0.25, -0.43, 0.16, -0.76, 0.80, -0.59, -0.70, 0.25, 0.41, 0.41, 0.52]}

[3]
{"formula": "C4H4N2O2", "method": "wB97M-V/def2-TZVPD", "spin_multiplicity": 1, "total_energy_ev": -11282.3233, "de_lowest_kcal_mol": 143.35, "gap_ev": 10.0, "species": ["C", "C", "C", "C", "H", "H", "H", "H", "N", "N", "O", "O"], "positions_angstrom": [[-0.64453, -1.86868, 0.52973], [-0.03220, -0.85338, 1.56730], [0.80857, 0.06564, 0.51990], [-0.10203, -0.01801, -0.59293], [-1.51165, -2.55606, 0.61715], [0.18055, -2.67486, 0.42945], [0.52481, -1.43831, 2.53536], [-1.05841, -0.16323, 2.09544], [0.80200, 1.45754, 0.48237], [0.53260, 1.94718, -0.58946], [-0.12903, 0.97286, -1.44409], [-0.82801, -1.09210, -0.68988]], "forces_ev_per_a": [[2.311, -1.607, 0.158], [-1.730, 0.866, 2.792], [-5.377, -0.224, -0.507], [1.770, -2.914, -0.392], [-0.028, 1.370, 0.660], [-0.782, 1.444, -0.657], [-1.434, 1.820, -3.077], [3.337, -1.915, -1.498], [2.788, 0.612, 1.782], [0.274, 3.523, 0.007], [-0.411, -2.421, 1.180], [-0.718, -0.556, -0.449]], "nbo_charge": [-0.10, -0.45, -0.15, 0.66, 0.23, 0.19, 0.25, 0.21, -0.16, 0.09, -0.33, -0.44]}

[4]
{"formula": "C4H4N2O2", "method": "wB97M-V/def2-TZVPD", "spin_multiplicity": 1, "smiles": "O[C@@H]1Cc2nonc21", "total_energy_ev": -11282.5710, "de_lowest_kcal_mol": 137.64, "gap_ev": 10.8, "species": ["O", "C", "C", "C", "N", "O", "N", "C", "H", "H", "H", "H"], "positions_angstrom": [[-0.02885, 1.11829, -1.71919], [0.53608, 0.52316, -0.62642], [0.42917, -0.98839, -0.40074], [-0.33399, -0.67642, 0.85809], [-1.17206, -1.01851, 1.76404], [-1.62916, 0.12984, 2.29355], [-1.21617, 1.24850, 1.53268], [-0.32021, 0.70760, 0.71239], [0.74811, 1.32814, -2.36778], [1.67528, 0.57027, -0.51502], [1.39932, -1.49154, -0.20955], [-0.08753, -1.45095, -1.32206]], "forces_ev_per_a": [[2.476, 0.658, -2.494], [1.883, 0.561, 1.860], [-0.770, -2.096, -1.388], [-0.701, -0.300, -0.442], [0.125, -1.443, 0.986], [-0.193, 0.888, -1.065], [1.856, -0.543, -0.523], [-0.740, 0.588, 0.033], [-2.369, -0.470, 1.598], [-1.423, 1.630, -0.051], [-0.562, 0.251, -0.357], [0.418, 0.276, 1.843]], "nbo_charge": [-0.68, 0.12, -0.45, 0.08, -0.05, -0.14, -0.07, 0.06, 0.49, 0.19, 0.23, 0.24]}